No. 1
42
Properties=species:S:1:pos:R:3:forces:R:3:lowdin_spin:R:1 method="wB97M-V/def2-TZVPD" total_charge=0 gap_ev="6.895 / 3.974" s_squared=0.788 largest_force_ev_per_a=5.37 multiplicity=2 de_lowest_kj_mol=0.0
Ti 0.324380 0.229344 0.079369 1.32 -1.61 1.62 0.001
O -0.477669 0.103821 1.677077 -0.86 0.04 0.94 0.000
C -0.655936 -0.896156 2.503728 -0.22 -0.96 0.66 0.000
C -0.525398 -0.712925 3.888946 0.04 0.34 -0.30 0.000
C -0.723485 -1.758798 4.758829 -0.09 -0.15 -0.03 0.000
C -1.090939 -3.025690 4.293329 0.01 0.00 0.08 0.000
C -1.214541 -3.229651 2.941672 0.02 -0.02 -0.11 0.000
C -0.983288 -2.191728 2.025868 0.17 0.45 0.16 0.000
C -0.971236 -2.493958 0.620655 -0.02 0.04 -0.18 0.001
N -0.654564 -1.677141 -0.316797 -0.20 -0.37 -0.08 0.004
C -0.527250 -2.182875 -1.680841 0.00 0.09 -0.12 0.005
C 0.675114 -1.487644 -2.345705 0.00 -0.38 0.05 0.005
N 0.478464 -0.093227 -2.014015 -0.31 0.02 -1.05 0.058
C 0.221460 0.775246 -2.901382 0.17 -0.44 -0.13 -0.001
C -0.310032 2.077531 -2.540069 0.18 0.47 -0.19 0.146
C -0.167931 3.172783 -3.363426 0.13 -0.49 0.08 0.003
C -0.695523 4.410077 -2.998646 -0.06 0.13 0.10 0.247
C -1.425451 4.551666 -1.803773 -0.09 0.00 0.13 0.000
C -1.629936 3.479232 -0.987271 -0.13 0.39 0.11 0.150
C -1.056939 2.205995 -1.300515 -0.35 -0.36 0.12 0.118
O -1.220493 1.229760 -0.513615 -2.00 2.02 -1.43 0.230
H -0.228966 0.268417 4.234397 0.01 -0.02 0.02 0.000
H -0.585000 -1.601515 5.820589 -0.01 0.03 0.00 0.000
H -1.250690 -3.839999 4.986199 0.00 0.01 0.01 0.000
H -1.468653 -4.212000 2.559371 0.01 0.00 0.00 0.000
H -1.201526 -3.530977 0.362735 0.00 0.01 -0.05 0.000
H -0.395934 -3.265982 -1.706991 -0.05 -0.01 0.02 0.000
H -1.431808 -1.916277 -2.238127 0.02 -0.06 0.00 0.000
H 1.605298 -1.833923 -1.894220 0.03 0.10 -0.03 0.002
H 0.683796 -1.664353 -3.423706 -0.02 0.05 0.00 0.000
H 0.336619 0.538693 -3.961145 -0.01 0.04 -0.01 0.000
H 0.398396 3.069246 -4.280321 -0.04 0.04 -0.03 -0.003
H -0.537455 5.271951 -3.632133 0.01 -0.01 -0.02 0.012
H -1.817836 5.519894 -1.524945 -0.02 0.01 -0.05 -0.004
H -2.184811 3.560778 -0.062278 0.02 -0.04 0.00 0.005
F 4.015186 -1.078935 -0.933633 -0.17 0.44 0.16 0.000
Te 3.224644 0.244077 0.438886 4.74 0.95 2.36 0.001
F 4.522579 1.346861 1.617022 -0.19 -0.36 -0.91 0.001
F 1.255293 1.758307 -0.206545 -0.28 0.95 -0.54 0.005
F 3.914585 -1.069909 1.608532 -0.49 0.13 -0.42 0.001
F 2.086626 0.808642 1.994384 0.04 -0.23 -0.57 0.001
O 1.690861 -0.858664 0.218497 -1.31 -1.20 -0.36 0.014

---

No. 2
69
Properties=species:S:1:pos:R:3:forces:R:3:lowdin_spin:R:1 method="wB97M-V/def2-TZVPD" total_charge=+2 gap_ev="6.895 / 3.521" s_squared=8.798 largest_force_ev_per_a=3.35 multiplicity=6
Pd -0.212957 -0.715833 1.473151 -1.80 0.87 1.55 1.490
Br -1.206757 -6.230133 -0.812749 -0.21 0.35 0.15 0.003
C -2.898657 -5.440433 -0.457249 0.19 -0.05 -0.03 0.010
C -4.026957 -6.212733 -0.762249 -0.31 0.35 0.15 0.003
C -5.309457 -5.712333 -0.533749 0.33 0.11 0.04 0.001
C -5.472357 -4.437333 0.000751 0.29 -0.02 -0.02 0.000
C -4.353157 -3.661233 0.307551 -0.08 -0.13 -0.07 0.004
C -3.062057 -4.157733 0.080551 -1.47 -0.16 -0.10 0.046
I -1.468057 -2.889733 0.585251 0.54 -1.31 -0.40 0.149
H -3.917057 -7.210833 -1.180449 0.18 0.25 0.11 0.001
H -6.180057 -6.318233 -0.773249 0.21 0.08 0.04 0.000
H -6.470857 -4.045333 0.179651 0.24 -0.02 0.00 0.000
H -4.504657 -2.667933 0.724351 0.14 -0.19 -0.07 0.001
C 0.947043 5.110767 2.247351 1.46 -1.54 1.30 0.146
C -0.128657 5.287867 1.370851 -1.17 -0.31 -0.91 0.253
C -0.827557 4.177167 0.886351 0.24 -0.51 0.31 0.017
C -0.448557 2.887067 1.277251 -1.26 1.42 -1.35 0.242
C 0.627743 2.711367 2.155451 1.37 0.39 0.98 0.300
C 1.324543 3.822867 2.639951 0.20 1.34 -0.03 0.026
Ge -1.407457 1.353067 0.628051 -0.86 -0.83 -0.65 0.315
C -1.295957 1.156767 -1.285549 0.12 0.28 -0.44 0.071
C -0.602257 2.091367 -2.066049 -0.11 -0.48 -0.50 0.024
C -0.528257 1.927467 -3.453449 -0.19 -0.29 0.25 0.001
C -1.144757 0.830767 -4.063749 0.02 0.08 0.48 0.021
C -1.835657 -0.104033 -3.287249 0.17 0.34 0.28 -0.002
C -1.910657 0.057767 -1.900649 0.20 0.25 -0.49 0.023
C -3.230357 1.482967 1.233051 -0.40 0.08 0.17 0.074
C -4.293257 1.509267 0.319451 -0.30 -0.02 0.42 0.022
C -5.610757 1.600067 0.780551 0.39 -0.02 0.31 0.003
C -5.869857 1.665267 2.153051 0.47 -0.04 -0.18 0.020
C -4.811557 1.641267 3.066051 0.17 -0.01 -0.38 -0.001
C -3.493757 1.550667 2.607351 -0.62 0.04 -0.13 0.024
H 1.486643 5.970367 2.622951 -0.02 -0.02 0.02 0.004
H -0.420957 6.285067 1.068451 0.01 0.02 -0.02 0.010
H -1.660757 4.320567 0.210051 -0.01 0.00 0.03 -0.002
H 0.924143 1.717167 2.465051 -0.07 0.06 0.13 0.022
H 2.155843 3.685767 3.319451 -0.05 0.02 -0.04 -0.002
H -0.118657 2.942367 -1.606549 0.05 0.07 0.02 0.001
H 0.007843 2.649567 -4.055449 -0.03 0.01 0.00 0.000
H -1.086257 0.704367 -5.137049 0.00 0.01 0.02 0.001
H -2.311757 -0.953833 -3.759049 -0.01 0.02 0.01 0.000
H -2.446557 -0.671633 -1.306249 -0.03 0.00 -0.01 0.002
H -4.107257 1.460767 -0.744549 0.04 0.00 -0.07 0.001
H -6.430557 1.619467 0.074451 0.02 0.01 -0.01 0.000
H -6.889757 1.734767 2.508851 0.03 0.00 -0.01 0.001
H -5.011957 1.691967 4.128451 0.01 0.00 -0.02 0.000
H -2.679657 1.531667 3.321051 0.02 -0.03 0.08 0.003
C 5.966443 -3.170433 -0.682349 0.24 0.01 -0.01 0.015
C 6.310843 -1.709633 -0.587449 2.11 -1.43 0.29 0.120
C 7.645143 -1.314233 -0.403149 -1.22 -0.71 -0.18 -0.007
C 7.964343 0.036667 -0.290349 1.48 -0.44 0.12 0.193
Cl 9.605343 0.511167 -0.072249 -0.99 -0.23 -0.12 0.127
C 6.965043 1.001667 -0.347949 -2.35 0.60 -0.21 0.085
C 5.633243 0.615667 -0.530649 1.09 1.70 0.21 0.059
C 5.297643 -0.733733 -0.666249 -2.23 -0.47 -0.34 0.188
O 4.035643 -1.219333 -0.874049 2.17 0.98 0.26 0.187
C 2.952843 -0.292233 -1.073849 -0.57 -0.19 -0.45 0.017
C 2.323343 0.145067 0.262651 0.94 3.18 -0.48 0.037
O 2.560543 1.344167 0.599651 -0.87 -2.50 -0.19 0.083
O 1.592043 -0.715833 0.834651 2.04 -0.43 -0.47 0.182
H 6.858943 -3.799333 -0.599049 -0.14 0.27 -0.01 0.000
H 5.494543 -3.389233 -1.645549 -0.11 0.02 0.20 0.006
H 5.286843 -3.451733 0.128951 -0.07 0.05 -0.22 0.006
H 8.430143 -2.062233 -0.341249 -0.17 0.10 -0.03 -0.003
H 7.202343 2.055867 -0.241449 0.02 -0.19 -0.02 0.000
H 4.874243 1.393567 -0.540149 0.06 -0.22 0.01 0.000
H 2.183143 -0.832433 -1.637749 0.30 -0.19 0.19 0.002
H 3.242943 0.554067 -1.706849 0.18 -0.10 0.48 0.002
H -0.212957 -0.715833 3.164951 -0.01 -0.29 0.05 0.374

---

No. 3
115
Properties=species:S:1:pos:R:3:forces:R:3:lowdin_charge:R:1 method="wB97M-V/def2-TZVPD" total_charge=-2 gap_ev=5.466 largest_force_ev_per_a=1.46 de_lowest_kj_mol=28.2
Rb 0.928657 -0.601083 0.672415 -1.17 0.69 -0.53 0.943
C 3.373199 -2.238403 -5.144541 0.05 0.04 0.07 -0.115
O 3.067879 -2.057324 -3.791017 -0.03 0.02 -0.04 -0.114
C 4.029196 -1.483331 -2.991027 0.13 -0.15 0.00 -0.219
C 5.324337 -1.247080 -3.392920 -0.04 0.04 0.04 -0.065
C 6.238454 -0.637449 -2.513802 -0.07 -0.07 -0.05 -0.145
C 5.807816 -0.289923 -1.250524 -0.07 0.04 0.01 -0.095
C 4.504597 -0.550251 -0.809246 0.07 0.08 0.10 -0.150
C 4.099881 -0.001336 0.515941 0.07 -0.15 0.10 -0.177
N 3.621640 -0.569587 1.561150 -0.06 -0.36 0.10 -0.062
N 3.609170 -1.955303 1.595485 0.09 0.14 -0.05 0.031
C 2.619327 -2.569246 2.206772 0.02 -0.16 -0.08 -0.558
O 1.465199 -2.164631 2.555348 0.59 -0.22 0.69 -0.274
C 2.915922 -4.040039 2.455577 -0.12 0.12 -0.04 -0.131
C 4.127202 -4.633411 2.110689 0.02 -0.05 -0.01 -0.035
C 4.352167 -5.976130 2.378155 -0.01 0.04 -0.01 -0.106
C 3.370616 -6.746460 2.993766 0.02 0.00 -0.01 -0.130
C 2.159670 -6.161494 3.336267 0.00 0.08 -0.03 -0.108
C 1.936558 -4.815656 3.065379 0.03 -0.13 0.05 -0.039
C 3.544348 -1.153128 -1.674391 0.00 0.07 0.11 -0.376
O 2.322705 -1.333182 -1.375449 0.27 -0.19 -0.20 -0.244
H 2.465037 -2.605120 -5.619708 -0.02 0.00 0.01 0.086
H 4.177001 -2.970820 -5.290528 0.01 -0.01 0.00 0.084
H 3.678634 -1.293670 -5.612205 0.00 -0.01 -0.04 0.085
H 5.642872 -1.519731 -4.391554 0.02 0.01 -0.01 0.084
H 7.254579 -0.440157 -2.831667 0.00 0.00 -0.01 0.073
H 6.491754 0.205268 -0.567130 0.01 0.00 0.00 0.097
H 4.252593 1.071428 0.653337 -0.07 0.03 -0.07 0.103
H 4.871039 -4.018214 1.622402 0.00 -0.01 0.00 0.103
H 5.297947 -6.425168 2.096674 0.00 -0.02 0.01 0.088
H 3.549679 -7.796078 3.198148 0.00 0.00 0.00 0.083
H 1.385026 -6.753617 3.810881 0.00 -0.01 0.01 0.087
H 1.003650 -4.330645 3.321985 -0.01 0.00 0.00 0.094
C -5.558197 0.941475 -3.033776 0.03 0.00 -0.05 -0.061
N -4.257747 1.222398 -3.594599 -0.25 -0.01 0.08 -0.136
C -3.986051 2.222784 -4.509955 0.07 -0.05 -0.03 -0.071
C -2.662174 2.207977 -4.725885 -0.07 -0.02 0.04 -0.062
N -2.125573 1.200185 -3.937244 0.30 -0.08 0.00 0.012
C -3.115499 0.574871 -3.214873 0.13 0.00 0.03 -0.747
S -3.031310 -0.702140 -2.144063 0.01 0.08 -0.15 0.627
C -0.703134 1.058884 -3.793515 -0.28 0.01 0.06 -0.277
C 0.097111 1.126251 -4.920017 0.09 -0.01 -0.01 -0.012
C 1.470569 1.212828 -4.719896 0.04 -0.02 -0.02 -0.054
C 1.972164 1.222696 -3.432968 -0.14 -0.12 -0.09 -0.026
C 1.063209 1.080881 -2.394208 -0.01 0.12 0.16 -0.120
N -0.249250 0.998229 -2.560535 0.07 0.18 0.05 0.175
H -6.319764 1.194294 -3.770922 -0.01 0.01 0.02 0.082
H -5.719604 1.517690 -2.121252 0.01 0.00 0.01 0.091
H -5.608953 -0.116644 -2.786099 0.02 0.00 -0.01 0.047
H -4.751487 2.870113 -4.896473 -0.01 0.01 0.01 0.113
H -2.034023 2.856571 -5.307179 0.00 0.00 -0.01 0.122
H -0.334958 1.118997 -5.911691 -0.01 0.01 0.00 0.106
H 2.140790 1.276087 -5.568728 -0.02 0.00 -0.01 0.103
H 3.029882 1.295382 -3.224746 0.01 -0.01 -0.01 0.118
H 1.395922 1.084475 -1.368071 0.21 0.02 -0.07 0.068
C -2.946808 4.398902 -1.600917 -0.03 0.06 -0.02 -0.027
C -1.821719 4.416165 -0.566628 -0.12 -0.19 0.26 -0.548
C -2.311404 5.019171 0.743865 -0.01 0.01 0.03 -0.029
O -1.411898 3.075403 -0.324440 0.01 0.08 -0.09 -0.062
C -0.625323 5.216561 -1.156672 0.05 0.07 -0.42 -0.671
O -0.778511 6.447548 -1.279128 0.01 0.03 0.12 -0.053
O 0.343278 4.505134 -1.526637 0.03 -0.05 0.14 -0.051
H -3.758427 3.763585 -1.231943 -0.01 0.00 -0.02 0.074
H -2.584008 3.983892 -2.542664 0.03 -0.02 0.01 0.068
H -3.322196 5.407273 -1.787803 0.01 0.01 0.03 0.081
H -3.307157 4.639793 0.997146 0.02 -0.04 0.01 0.071
H -2.349287 6.104822 0.660327 -0.03 0.01 -0.03 0.074
H -1.631912 4.740003 1.550902 0.04 0.04 -0.01 0.071
H -0.577270 3.031201 -0.838009 -0.04 -0.01 0.02 0.051
C 1.403578 3.798520 1.821682 -0.02 0.07 0.06 -0.026
N 1.802207 3.034272 2.987056 -0.04 -0.02 -0.10 -0.102
C 2.525385 3.666175 4.055604 0.09 0.00 0.02 -0.153
C 2.549909 2.574946 5.124089 0.00 0.03 0.01 -0.151
N 1.414748 1.720867 4.789563 -0.08 -0.04 0.02 -0.084
C 1.630082 0.316499 5.121163 0.04 -0.02 0.06 -0.046
C 1.017215 2.004025 3.469769 0.18 -0.04 0.04 -0.371
N 0.114538 1.474134 2.758926 -0.31 0.03 -0.12 0.060
C -0.865171 0.509872 3.216311 0.21 0.12 -0.13 -0.249
C -2.012309 0.450393 2.180470 0.04 -0.20 0.01 -0.214
N -2.241112 -0.916857 1.735471 -0.03 0.22 -0.13 0.104
C -2.697189 -1.851313 2.445950 0.18 -0.17 0.13 -0.370
N -2.697640 -3.173989 1.978431 -0.04 0.08 -0.09 -0.109
C -1.725236 -3.500295 0.951594 0.04 -0.06 -0.02 -0.044
C -2.796196 -4.059269 3.116230 -0.02 -0.05 0.02 -0.158
C -3.644485 -3.227739 4.063184 0.05 -0.01 0.02 -0.164
N -3.182473 -1.884347 3.768469 0.04 0.14 0.00 -0.092
C -3.984988 -0.805089 4.293607 -0.08 -0.04 0.05 -0.062
H 2.211072 3.864604 1.092254 0.01 0.00 -0.01 0.091
H 1.113729 4.816652 2.108105 0.01 0.00 0.01 0.090
H 0.545199 3.322164 1.352829 0.03 -0.05 -0.01 0.064
H 2.012712 4.575902 4.405121 -0.05 -0.03 0.01 0.115
H 3.532881 3.955537 3.745356 -0.01 0.01 0.00 0.117
H 2.459032 2.983270 6.133325 0.01 -0.03 0.01 0.109
H 3.480721 1.997651 5.071216 0.00 0.00 -0.06 0.115
H 1.644896 0.192537 6.206729 0.02 0.05 0.00 0.082
H 2.579587 -0.040444 4.705360 -0.02 -0.03 -0.03 0.095
H 0.846722 -0.312162 4.716271 0.00 0.02 0.01 0.059
H -1.242618 0.747817 4.221195 0.03 0.03 0.02 0.111
H -0.429204 -0.494248 3.268148 -0.03 -0.04 0.02 0.074
H -1.699548 1.024268 1.309289 0.00 0.04 0.00 0.083
H -2.913147 0.953688 2.546355 -0.03 -0.04 0.02 0.096
H -1.858829 -2.842969 0.095142 -0.04 0.02 0.03 0.067
H -1.882698 -4.532395 0.634898 0.00 0.00 0.00 0.087
H -0.697611 -3.388686 1.322522 0.00 -0.01 0.02 0.081
H -1.810462 -4.267652 3.559178 0.01 0.02 -0.01 0.122
H -3.264378 -5.007241 2.845096 0.00 0.00 0.01 0.116
H -3.480964 -3.475173 5.114096 -0.01 0.00 0.00 0.115
H -4.714756 -3.345580 3.834899 -0.01 0.01 -0.02 0.118
H -4.220824 -1.029400 5.335983 -0.02 -0.01 -0.01 0.083
H -4.927726 -0.680873 3.742679 -0.01 0.00 0.01 0.095
H -3.450244 0.139462 4.275729 0.05 -0.02 -0.01 0.058
N 0.004627 -2.784170 -3.275347 0.14 0.05 0.04 0.032
H 0.898616 -2.293513 -3.215809 -0.02 0.01 0.03 -0.022
H 0.031540 -3.401594 -2.468469 -0.06 -0.02 -0.03 -0.002
H -0.704316 -2.089826 -3.050986 -0.06 -0.01 -0.01 -0.065